{"formula": "C70H70N14", "method": "wB97M-V/def2-TZVPD", "homo_energy_ev": -9.171, "total_energy_ev": -94582.879, "de_lowest_kcal_mol": 33.98, "orbital_gap_ev": 9.794, "elements": ["N", "C", "C", "C", "C", "C", "H", "H", "H", "H", "H", "N", "C", "C", "C", "C", "C", "H", "H", "H", "H", "H", "N", "C", "C", "C", "C", "C", "H", "H", "H", "H", "H", "N", "C", "C", "C", "C", "C", "H", "H", "H", "H", "H", "N", "C", "C", "C", "C", "C", "H", "H", "H", "H", "H", "N", "C", "C", "C", "C", "C", "H", "H", "H", "H", "H", "N", "C", "C", "C", "C", "C", "H", "H", "H", "H", "H", "N", "C", "C", "C", "C", "C", "H", "H", "H", "H", "H", "N", "C", "C", "C", "C", "C", "H", "H", "H", "H", "H", "N", "C", "C", "C", "C", "C", "H", "H", "H", "H", "H", "N", "C", "C", "C", "C", "C", "H", "H", "H", "H", "H", "N", "C", "C", "C", "C", "C", "H", "H", "H", "H", "H", "N", "C", "C", "C", "C", "C", "H", "H", "H", "H", "H", "N", "C", "C", "C", "C", "C", "H", "H", "H", "H", "H"], "positions_angstrom": [[3.37584, -3.73916, -1.25274], [2.24825, -4.44121, -1.38282], [2.15427, -5.68920, -1.96767], [3.32015, -6.24873, -2.42038], [4.52659, -5.60850, -2.28754], [4.50543, -4.35753, -1.67717], [1.38840, -3.94338, -1.01306], [1.24680, -6.21623, -1.86011], [3.35357, -7.24668, -2.79655], [5.42216, -6.07055, -2.68643], [5.39462, -3.73190, -1.69054], [-0.08658, 2.65726, -3.05283], [-1.39997, 2.98869, -2.83495], [-2.11211, 3.70003, -3.71721], [-1.57989, 4.06133, -4.93865], [-0.22280, 3.73982, -5.14954], [0.43302, 3.00225, -4.19307], [-1.81133, 2.60149, -1.89852], [-3.12396, 3.87281, -3.43547], [-2.15145, 4.62379, -5.68286], [0.23730, 4.11610, -6.07068], [1.52440, 2.85652, -4.27410], [-4.30535, 0.19928, -0.33511], [-3.52631, 0.25752, -1.38801], [-3.98129, 0.33618, -2.70659], [-5.36788, 0.42255, -2.88938], [-6.17617, 0.47627, -1.78983], [-5.59854, 0.37352, -0.51478], [-2.44250, 0.19630, -1.27136], [-3.24484, 0.28063, -3.51150], [-5.76821, 0.49951, -3.85765], [-7.28749, 0.58187, -1.88829], [-6.26207, 0.28815, 0.35591], [-1.36027, -0.09623, -4.86837], [-1.10637, 0.01258, -6.21442], [0.20182, -0.18611, -6.68258], [1.24387, -0.51105, -5.82725], [1.01570, -0.46162, -4.49325], [-0.31559, -0.30337, -4.02691], [-1.81979, 0.43220, -6.82811], [0.31004, -0.30785, -7.79527], [2.25817, -0.75060, -6.12002], [1.78224, -0.61467, -3.70062], [-0.50617, -0.25849, -2.90134], [-2.64441, -1.69858, 3.81381], [-3.51154, -1.47085, 2.80998], [-3.96907, -2.49540, 1.96727], [-3.47066, -3.81437, 2.08736], [-2.53260, -4.01844, 3.15382], [-2.24942, -2.95159, 3.97270], [-3.95196, -0.49232, 2.68444], [-4.66018, -2.31239, 1.17476], [-3.87070, -4.63766, 1.58133], [-1.99051, -4.93151, 3.21258], [-1.44161, -3.09585, 4.76641], [0.98821, -5.85497, 3.58352], [1.18873, -5.09746, 2.53668], [1.57892, -3.76576, 2.57471], [1.78069, -3.23236, 3.82718], [1.57447, -4.01529, 4.95722], [1.17686, -5.33434, 4.77890], [1.07095, -5.60067, 1.57185], [1.69673, -3.19891, 1.68692], [2.10978, -2.17472, 3.86857], [1.51846, -3.63505, 5.95219], [1.18563, -5.95505, 5.66890], [3.83765, 4.92377, -1.92842], [4.97854, 4.89734, -1.24232], [5.04254, 4.79665, 0.15897], [3.90602, 4.58482, 0.90077], [2.71380, 4.48636, 0.20033], [2.71269, 4.69113, -1.20516], [5.91792, 5.07940, -1.75848], [5.99713, 4.85169, 0.70392], [3.98926, 4.61968, 1.93701], [1.83429, 4.34624, 0.79688], [1.78353, 4.69299, -1.73277], [-3.25862, 3.98640, 0.18958], [-2.07905, 4.32736, 0.71580], [-1.60625, 3.71431, 1.86234], [-2.41955, 2.85754, 2.61770], [-3.70021, 2.60697, 2.14747], [-4.03546, 3.19894, 0.88238], [-1.38307, 4.90272, 0.15154], [-0.57828, 3.86357, 2.19341], [-1.98921, 2.54298, 3.58461], [-4.42998, 2.03747, 2.68146], [-4.99104, 2.89057, 0.39994], [1.77802, 3.59062, 3.36460], [1.46286, 2.33863, 3.04561], [0.74817, 1.49174, 3.86367], [0.44059, 1.97482, 5.11979], [0.75544, 3.28407, 5.48670], [1.44759, 3.98268, 4.55071], [1.79631, 2.01826, 2.04514], [0.56403, 0.45520, 3.55682], [-0.07884, 1.34796, 5.78516], [0.52949, 3.68862, 6.42350], [1.69728, 5.02910, 4.76065], [4.31405, -0.21216, -4.73298], [4.20416, 1.13865, -4.60601], [4.17811, 1.76111, -3.34588], [4.27487, 1.00312, -2.16685], [4.35502, -0.37066, -2.28036], [4.34627, -0.89668, -3.57645], [4.04320, 1.76610, -5.43040], [4.18185, 2.84782, -3.31000], [4.20342, 1.43661, -1.16014], [4.23078, -1.02881, -1.41512], [4.32584, -1.94377, -3.61380], [3.64953, -0.44100, 2.34496], [4.12231, -1.30863, 1.51588], [5.40335, -1.28284, 0.96441], [6.20876, -0.22525, 1.26028], [5.77773, 0.67855, 2.25152], [4.49173, 0.51319, 2.75440], [3.53639, -2.16978, 1.20741], [5.58528, -2.05938, 0.24479], [7.14738, -0.02708, 0.77913], [6.33978, 1.54561, 2.57326], [4.11435, 1.22610, 3.49856], [-1.18690, -5.19547, -1.74148], [-1.84868, -5.25937, -2.83944], [-2.79153, -4.27110, -3.24098], [-2.75730, -3.09595, -2.50499], [-1.99281, -2.95545, -1.38773], [-1.22206, -4.03300, -1.03428], [-1.70734, -6.16292, -3.39574], [-3.45865, -4.34194, -4.08277], [-3.37861, -2.21519, -2.83177], [-1.93118, -2.01074, -0.86222], [-0.57833, -4.09442, -0.19467], [-4.26277, 1.96941, 5.50082], [-4.86547, 0.89225, 5.03519], [-6.08165, 0.89805, 4.32112], [-6.65513, 2.16069, 4.04308], [-5.99482, 3.34320, 4.44112], [-4.82773, 3.15738, 5.19909], [-4.35837, -0.07905, 5.18172], [-6.51269, -0.03884, 3.91774], [-7.55782, 2.21404, 3.49684], [-6.35134, 4.31697, 4.20596], [-4.21632, 3.99730, 5.59635], [0.78757, -1.50447, 0.36455], [-0.28870, -1.06139, 1.08100], [-0.86358, 0.16258, 0.76140], [-0.25417, 0.96152, -0.19182], [0.82522, 0.46690, -0.91812], [1.33327, -0.77040, -0.55291], [-0.60758, -1.78312, 1.83280], [-1.73868, 0.37696, 1.32916], [-0.55379, 2.01017, -0.38791], [1.30283, 1.03177, -1.68627], [2.21490, -1.14775, -1.16432]]}

=====

{"formula": "C70H84N13O3", "method": "wB97M-V/def2-TZVPD", "homo_energy_ev": -10.725, "total_energy_ev": -99459.520, "total_charge": 1, "orbital_gap_ev": 8.488, "elements": ["C", "C", "C", "C", "C", "C", "C", "C", "N", "C", "N", "C", "C", "C", "O", "C", "O", "C", "C", "N", "C", "C", "O", "N", "C", "C", "C", "C", "C", "C", "C", "C", "H", "H", "H", "H", "H", "H", "H", "H", "H", "H", "H", "H", "H", "H", "H", "H", "H", "H", "H", "H", "H", "H", "H", "H", "H", "H", "H", "H", "H", "H", "H", "H", "H", "H", "H", "H", "H", "H", "H", "N", "C", "C", "C", "C", "C", "H", "H", "H", "H", "H", "N", "C", "C", "C", "C", "C", "H", "H", "H", "H", "H", "N", "C", "C", "C", "C", "C", "H", "H", "H", "H", "H", "N", "C", "C", "C", "C", "C", "H", "H", "H", "H", "H", "N", "C", "C", "C", "C", "C", "H", "H", "H", "H", "H", "N", "C", "C", "C", "C", "C", "H", "H", "H", "H", "H", "N", "C", "C", "C", "C", "C", "H", "H", "H", "H", "H", "N", "C", "C", "C", "C", "C", "H", "H", "H", "H", "H", "N", "C", "C", "C", "C", "C", "H", "H", "H", "H", "H"], "positions_angstrom": [[0.30796, 7.11341, 0.97690], [-0.70373, 6.38323, 0.08478], [-0.08105, 5.23461, -0.71491], [0.00050, 5.49603, -2.21754], [0.68170, 4.33568, -2.96904], [1.66027, 4.79452, -4.05994], [3.07916, 4.99143, -3.53756], [3.73045, 3.65710, -3.10767], [4.07925, 3.65926, -1.68275], [3.55227, 2.85177, -0.77825], [2.63515, 1.90293, -1.05703], [2.34288, 1.33862, 0.10430], [1.36148, 0.22908, 0.26695], [2.06010, -1.12831, 0.40911], [1.62824, -1.98330, -0.63959], [2.16463, -3.23014, -0.56939], [3.06407, -3.48094, 0.19499], [1.55626, -4.22367, -1.51358], [2.62509, -4.72435, -2.50011], [3.04426, 1.88229, 1.11188], [3.00888, 1.61406, 2.53976], [3.39762, 0.19672, 2.93940], [2.81222, -0.36402, 3.82248], [3.84386, 2.85832, 0.53975], [4.77332, 3.66781, 1.29534], [5.96466, 2.89615, 1.82194], [6.87457, 3.56551, 2.63043], [7.96943, 2.88284, 3.13769], [8.16740, 1.54158, 2.83967], [7.27883, 0.86242, 2.01276], [7.49029, -0.58696, 1.66330], [6.17907, 1.55938, 1.51496], [1.24756, 7.27763, 0.44307], [0.51107, 6.54282, 1.88525], [-0.06974, 8.08786, 1.28697], [-1.19518, 7.11588, -0.55802], [-1.48109, 5.97618, 0.73423], [0.92613, 5.02991, -0.32918], [-0.67339, 4.32804, -0.55828], [0.53191, 6.43110, -2.41681], [-1.01963, 5.60909, -2.58910], [1.18750, 3.70039, -2.23801], [-0.08711, 3.73201, -3.45339], [1.65491, 4.09164, -4.89682], [1.31002, 5.74580, -4.46846], [3.69809, 5.46597, -4.29845], [3.04057, 5.64049, -2.65868], [3.03960, 2.83955, -3.28809], [4.65215, 3.48541, -3.66012], [4.74833, 4.34852, -1.38383], [0.72975, 0.43288, 1.13423], [0.72309, 0.25514, -0.61303], [3.14618, -1.01664, 0.37680], [1.81203, -1.58906, 1.36308], [1.26117, -5.05207, -0.86634], [0.68141, -3.81790, -2.01234], [2.60433, -4.17677, -3.43896], [2.47140, -5.78544, -2.68025], [3.62151, -4.62827, -2.07649], [2.02015, 1.83874, 2.93999], [3.72000, 2.27983, 3.02970], [4.24375, -0.27738, 2.41546], [4.22828, 4.15541, 2.10639], [5.14229, 4.46178, 0.64779], [6.72305, 4.61273, 2.86256], [8.67251, 3.40778, 3.77032], [9.02181, 1.01746, 3.24885], [6.54408, -1.05456, 1.38593], [7.85910, -1.13007, 2.53311], [8.19667, -0.70053, 0.84298], [5.50503, 1.03063, 0.84773], [1.09897, -7.02220, -4.91411], [1.45326, -8.25559, -4.55688], [1.72636, -9.26929, -5.46155], [1.62540, -8.98848, -6.81528], [1.25722, -7.71127, -7.20586], [1.00636, -6.76978, -6.21878], [1.51956, -8.43923, -3.48931], [2.01000, -10.25238, -5.11146], [1.82904, -9.75313, -7.55383], [1.15516, -7.44474, -8.24849], [0.71461, -5.76023, -6.48758], [-3.12062, 3.89578, 1.34716], [-4.05567, 3.66546, 0.42596], [-5.29035, 3.10373, 0.70825], [-5.57383, 2.75013, 2.01702], [-4.60529, 2.96838, 2.98387], [-3.40442, 3.54369, 2.60261], [-3.80214, 3.95921, -0.58788], [-6.01786, 2.95344, -0.07817], [-6.53443, 2.31993, 2.26877], [-4.78295, 2.71681, 4.01722], [-2.63019, 3.74605, 3.33618], [0.97871, -5.71939, 3.28958], [1.64527, -4.62666, 2.92026], [1.41378, -3.37041, 3.46270], [0.44597, -3.24259, 4.44295], [-0.25884, -4.36810, 4.83449], [0.04378, -5.57941, 4.22827], [2.39765, -4.76414, 2.15024], [1.97814, -2.51176, 3.13711], [0.23933, -2.27733, 4.88912], [-1.03138, -4.30823, 5.58985], [-0.48768, -6.48350, 4.50449], [-7.08418, 7.58389, 1.94650], [-6.93017, 8.28193, 3.06963], [-5.82074, 8.17328, 3.89508], [-4.81695, 7.28795, 3.53627], [-4.96010, 6.55268, 2.37030], [-6.10876, 6.74089, 1.61462], [-7.73770, 8.96161, 3.31855], [-5.75035, 8.76747, 4.79589], [-3.93720, 7.17137, 4.15711], [-4.20564, 5.84853, 2.05844], [-6.25793, 6.18471, 0.69505], [7.33983, -4.23468, -2.22635], [6.39869, -4.72845, -1.42395], [6.19170, -6.08456, -1.22320], [7.00438, -6.98218, -1.89655], [7.98718, -6.48485, -2.73714], [8.11387, -5.10946, -2.86545], [5.77908, -3.99519, -0.91715], [5.41049, -6.42357, -0.55607], [6.87415, -8.04893, -1.76905], [8.64436, -7.14660, -3.28412], [8.87309, -4.68464, -3.51264], [-3.76292, -1.25923, 2.17952], [-2.68108, -1.90707, 1.75819], [-2.45888, -3.25716, 1.97864], [-3.41979, -3.97688, 2.66900], [-4.56176, -3.32187, 3.10461], [-4.68285, -1.96571, 2.83664], [-1.95005, -1.30709, 1.22455], [-1.55087, -3.72784, 1.62443], [-3.27704, -5.03156, 2.86689], [-5.33551, -3.84351, 3.65043], [-5.55182, -1.40938, 3.17132], [-3.29507, 1.10738, 7.35484], [-2.54217, 0.21628, 7.99566], [-2.03630, -0.93107, 7.40041], [-2.33346, -1.16766, 6.06780], [-3.11912, -0.25269, 5.38493], [-3.56769, 0.86286, 6.07472], [-2.33598, 0.43313, 9.03789], [-1.42965, -1.62002, 7.97286], [-1.96739, -2.05499, 5.56532], [-3.38530, -0.40945, 4.35018], [-4.18433, 1.59985, 5.57928], [-1.02551, -6.29354, -9.23732], [-2.07425, -6.94362, -8.73790], [-3.30283, -6.34767, -8.49704], [-3.45072, -5.00151, -8.78878], [-2.36766, -4.31062, -9.30799], [-1.18246, -5.00050, -9.51326], [-1.91882, -7.99473, -8.51973], [-4.12071, -6.92726, -8.09198], [-4.39397, -4.49979, -8.61576], [-2.43719, -3.25940, -9.55151], [-0.31394, -4.49496, -9.92137], [-8.79686, 2.54537, 1.35167], [-9.07197, 1.79116, 0.28845], [-10.06020, 2.09725, -0.63379], [-10.80467, 3.25072, -0.44267], [-10.52954, 4.04594, 0.65749], [-9.51956, 3.65115, 1.52158], [-8.46851, 0.89648, 0.17326], [-10.23949, 1.44731, -1.47911], [-11.58521, 3.52524, -1.14017], [-11.08294, 4.95526, 0.84543], [-9.27237, 4.25045, 2.39084]]}